Arrangement a

One molecule with the formula C3H4S. Source: OMol25; level of theory: ωB97M-V/def2-TZVPD.

```
8
Properties=species:S:1:pos:R:3:mulliken_charge:R:1
C 0.629 -0.004 0.094 -0.5828
C -0.530 0.599 -0.081 0.1873
C -1.776 -0.134 -0.183 -0.2786
S -3.410 0.100 0.135 -0.2040
H 1.631 0.564 0.210 0.2366
H 0.556 -1.162 0.178 0.1528
H -0.464 1.596 -0.326 0.3524
H -1.369 -1.232 -0.266 0.1363
```

Summary:
SMILES: C=CC=S

---

Arrangement b

A 2-piece molecular cluster, C3H4S overall. Source: OMol25; level of theory: ωB97M-V/def2-TZVPD.

```
8
Properties=species:S:1:pos:R:3:mulliken_charge:R:1
C -2.091 -0.842 -0.186 -0.3660
C -1.274 0.025 -0.291 -0.4151
C 0.922 0.867 -0.259 -0.3221
S 1.827 -0.568 -0.097 -0.0659
H -2.943 -1.414 0.048 0.3686
H 0.768 1.252 0.769 0.2929
H 0.612 1.356 -1.189 0.3472
H 2.178 -0.675 1.205 0.1604
```

---

Ranking the structures above from most stable to least stable yields arrangement a, arrangement b.